DFT (ωB97M-V/def2-TZVPD) results for a structure of composition C20H45Li4N3O12.

The value obtained for the energy above the lowest of the compared OMol25 structures with the same formula, charge and spin is 0.715 eV. The calculation puts the highest occupied orbital energy at -5.2 eV.

Structure (ORCA input):
```
! RIJCOSX wB97M-V def2-TZVPD def2/J DEFGRID3
* xyz 0 1
O -1.710 1.040 12.553
O -5.955 3.847 20.050
O -11.062 5.173 20.818
O -8.731 9.495 14.245
O -8.267 -1.883 15.282
O -7.170 3.583 14.907
O -6.809 3.183 17.104
O -8.655 8.876 16.373
O -6.045 2.550 11.847
O -7.575 5.141 16.397
O -8.468 7.303 14.796
O -2.549 0.395 16.789
N -3.964 1.605 14.183
N -8.522 3.775 19.826
N -7.481 0.484 13.431
C -4.546 4.036 20.039
C -7.593 -0.679 15.597
C -7.129 1.764 11.376
C -6.439 2.589 20.530
C -5.142 2.929 10.824
C -10.550 5.047 19.469
C -11.702 6.413 21.041
C -3.294 -0.724 17.191
C -8.658 8.574 15.098
C -7.223 3.923 16.160
C -0.850 0.739 13.635
C -8.115 1.410 12.461
C -2.851 0.231 12.445
C -7.760 -2.961 16.022
C -8.168 0.419 14.739
C -4.366 1.635 15.594
C -9.923 3.644 19.403
C -3.289 1.605 16.652
C -3.747 0.245 13.686
C -7.937 2.483 20.166
Li -7.953 7.047 16.817
Li -8.010 5.400 14.467
Li -6.079 2.398 13.780
Li -7.000 4.492 18.566
H -0.507 -0.301 13.592
H -3.426 0.646 11.618
H -6.711 0.849 10.920
H -11.437 5.090 18.834
H -7.946 1.380 15.208
H -4.078 3.802 20.993
H -5.885 1.864 19.926
H -4.164 3.446 19.203
H -9.826 5.859 19.379
H -4.837 2.615 15.750
H -4.020 -1.017 16.421
H -2.645 -1.568 17.405
H -3.268 -0.375 14.455
H -2.577 -0.820 12.292
H -7.572 2.204 10.473
H -10.996 7.103 21.522
H -2.500 2.353 16.551
H -10.506 3.101 20.157
H -6.501 -0.770 15.558
H -12.466 6.262 21.805
H -5.172 0.944 15.842
H -4.708 -0.229 13.471
H -8.617 2.250 12.949
H 0.007 1.398 13.523
H -4.360 5.082 19.802
H -8.119 -2.960 17.066
H -6.258 2.482 21.600
H -8.126 -3.919 15.656
H -10.049 3.226 18.408
H -8.990 0.907 12.027
H -7.533 -0.422 12.977
H -8.575 4.314 20.689
H -12.114 6.893 20.153
H -3.198 2.232 13.978
H -3.856 -0.480 18.106
H -4.379 3.533 11.309
H -3.752 1.791 17.634
H -6.668 -2.947 16.080
H -7.994 1.805 19.310
H -5.624 3.542 10.060
H -4.695 2.045 10.362
H -8.497 1.939 20.938
H -9.253 0.316 14.660
H -1.312 0.904 14.612
H -7.792 -0.412 16.647
*
```

=====

DFT (ωB97M-V/def2-TZVPD) results for a structure of composition C20H45MnN3O10P2Si.

The calculation puts the highest occupied orbital energy (alpha / beta) at -15.1 / -15.1 eV.

Structure (ORCA input):
```
! RIJCOSX wB97M-V def2-TZVPD def2/J DEFGRID3
* xyz 2 2
Mn 0.103 -0.692 0.876
P 0.281 -1.350 3.993
P -1.329 -2.530 1.874
Si -1.508 1.327 -1.202
O -0.500 0.274 -0.283
O 1.452 -2.090 4.524
O -1.836 0.508 -2.537
O -1.857 -1.174 1.515
O -2.800 1.572 -0.295
O -0.682 2.667 -1.481
O 0.522 -0.562 2.693
O -0.428 -0.379 5.005
O 0.029 -2.682 1.166
O -2.292 -3.745 1.603
N -0.156 -3.983 3.867
N 4.268 -0.635 -0.216
N 1.884 -0.568 0.292
C -2.824 -0.500 -2.869
C 6.024 -2.181 0.518
C -4.197 0.167 -2.932
C 1.530 3.171 -0.703
C -3.232 2.547 0.681
C -2.040 3.086 1.463
C 0.521 4.294 -2.719
C 0.650 2.995 -1.938
C -2.432 -1.043 -4.237
C -0.973 -2.724 3.655
C 5.591 -1.804 -1.923
C 3.019 -0.618 0.046
C -4.206 1.832 1.610
C 6.666 -2.072 -0.867
C 1.186 1.875 -2.826
C -2.792 -1.593 -1.804
C 4.802 -0.539 -1.590
C -2.214 -2.697 4.529
C -3.940 3.666 -0.081
C 5.265 -0.900 0.845
H 6.779 -2.340 1.288
H -1.498 -1.604 -4.177
H -2.384 3.719 2.279
H 5.457 0.333 -1.631
H 1.501 4.636 -3.050
H 5.337 -3.031 0.541
H -3.087 -1.173 -0.839
H -4.246 4.458 0.600
H -4.147 1.031 -3.594
H -3.259 4.077 -0.829
H -1.397 3.675 0.810
H 0.516 1.713 -3.671
H 1.526 2.250 -0.115
H 4.754 -0.963 1.805
H 0.761 -3.606 4.279
H -0.602 -4.641 4.507
H 0.074 5.066 -2.094
H -4.822 3.273 -0.587
H -5.008 1.370 1.035
H 0.058 -4.464 2.993
H 7.401 -1.262 -0.869
H -4.490 0.503 -1.938
H -3.473 -2.402 -2.066
H -1.456 2.257 1.874
H 2.554 3.406 -0.996
H -3.212 -1.696 -4.623
H 5.955 -0.054 0.867
H -2.901 -3.678 0.847
H 0.104 -0.100 5.768
H -4.942 -0.528 -3.315
H 6.040 -1.681 -2.909
H -0.115 4.145 -3.592
H -2.298 -0.212 -4.929
H 4.906 -2.654 -1.972
H 1.247 0.949 -2.248
H 3.978 -0.394 -2.286
H -1.946 -2.643 5.584
H -2.829 -3.580 4.350
H 2.174 2.139 -3.202
H 1.157 3.986 -0.084
H 7.192 -2.994 -1.107
H -4.643 2.549 2.304
H -3.686 1.055 2.174
H -1.775 -1.991 -1.722
H -2.813 -1.819 4.289
*
```

=====

DFT (ωB97M-V/def2-TZVPD) results for a structure of composition C20H45N2P3PrSSe.

The value obtained for the energy above the lowest of the compared OMol25 structures with the same formula, charge and spin is 0.000 eV. The calculation puts the highest occupied orbital energy (alpha / beta) at -16.4 / -16.4 eV.

Structure (ORCA input):
```
! RIJCOSX wB97M-V def2-TZVPD def2/J DEFGRID3
* xyz 3 3
Pr -2.069 0.355 -1.327
Se 0.481 2.620 -0.931
S -2.721 1.940 0.689
P 0.971 -0.890 -2.130
P -1.724 -1.795 0.496
P 1.510 -0.068 1.249
N -1.079 3.158 2.486
N -2.784 1.816 3.322
C -0.911 -3.186 1.276
C -2.535 -2.622 -0.985
C -3.165 -1.575 1.569
C 2.412 -1.599 1.665
C -0.953 4.003 3.676
C 1.686 3.152 -4.948
C -0.676 3.548 -4.709
C -3.092 1.252 -3.461
C -2.159 2.373 2.279
C -2.246 1.632 4.653
C 0.661 3.330 -2.746
C 1.812 3.206 -3.559
C 2.903 1.119 1.536
C 0.419 3.253 -5.548
C 1.330 -2.665 -1.767
C 0.884 -1.012 -3.961
C 0.706 0.210 2.886
C 2.717 -0.299 -2.037
C -0.541 3.650 -3.335
C -3.765 1.883 -4.448
H -2.818 0.834 5.135
H -0.182 -0.430 2.969
H -1.794 -3.275 -1.470
H 0.403 1.269 2.939
H 3.212 -0.653 -1.128
H 2.795 3.315 -3.066
H -3.959 1.464 -5.446
H 2.975 -1.479 2.595
H 0.404 -3.254 -1.756
H -0.271 3.523 4.377
H -0.740 3.565 1.605
H -1.204 1.295 4.613
H -2.797 -1.567 2.598
H 3.448 1.270 0.597
H 1.193 1.550 -1.815
H 0.304 3.087 -6.633
H 1.986 -3.037 -2.568
H 1.708 -2.424 1.777
H -3.874 -2.396 1.432
H -1.333 3.950 -2.680
H -2.862 0.173 -3.429
H 3.254 -0.699 -2.908
H 3.106 -1.826 0.856
H 0.672 -0.017 -4.386
H 1.847 -1.376 -4.350
H -0.530 -2.854 2.246
H 3.585 0.689 2.286
H 1.834 -2.783 -0.797
H -1.920 4.228 4.161
H -2.320 2.547 5.255
H -2.841 1.989 -2.642
H 1.399 -0.035 3.703
H -1.641 -3.990 1.418
H -3.655 -0.614 1.378
H -2.989 -1.969 -1.767
H 2.596 3.053 -5.566
H -0.501 4.942 3.355
H -3.347 -3.218 -0.548
H 2.528 2.089 1.897
H 2.776 0.796 -2.060
H -1.644 3.766 -5.164
H -3.549 1.186 3.053
H -4.093 2.890 -4.232
H 0.073 -1.691 -4.248
H -0.082 -3.536 0.655
*
```

=====

no.,energy (eV)
1,-51334.142
2,-104186.739
3,-142539.406